No. 1
13
Properties=species:S:1:pos:R:3 method="wB97M-V/def2-TZVPD" smiles=N[C@@H]1O[C@H]1CO e_homo_ev=-9.297 orbital_gap_ev=9.90 lumo_energy_ev=0.606 total_charge=0 energy_ev=-8806.379
N 2.08790 0.10472 0.43837
C 0.97750 -0.49506 -0.22436
O 0.94097 -1.00111 -1.50223
C -0.05934 0.18943 -0.96613
C -1.40225 0.35374 -0.21033
O -1.22220 0.11392 1.18332
H 1.64975 0.70396 1.14046
H 2.54618 -0.62856 0.97587
H 0.39510 -1.19937 0.37855
H 0.04020 0.79940 -1.84986
H -1.66029 1.42596 -0.32746
H -2.22929 -0.22892 -0.62008
H -2.06423 -0.13811 1.58389

=====

No. 2
13
Properties=species:S:1:pos:R:3 method="wB97M-V/def2-TZVPD" smiles="CC#N.C=O.O" e_homo_ev=-9.999 orbital_gap_ev=10.21 lumo_energy_ev=0.212 total_charge=0 energy_ev=-8807.903
C 1.33832 -0.17114 1.51336
C 1.06689 0.34146 0.17795
N 1.12689 0.78931 -0.88456
H 2.40139 0.05237 1.59137
H 0.79662 0.36300 2.29979
H 1.18308 -1.25120 1.59790
C -1.55047 -0.37066 0.28902
O -1.57518 -1.07279 -0.69152
H -1.60287 0.73315 0.25467
H -1.38592 -0.80633 1.29215
O -0.81207 0.78769 -2.60323
H 0.08691 0.52858 -2.83553
H -1.07359 0.07658 -2.00138

=====

No. 3
13
Properties=species:S:1:pos:R:3 method="wB97M-V/def2-TZVPD" smiles="C[C@@H](O)C(N)=O" e_homo_ev=-9.611 orbital_gap_ev=10.49 lumo_energy_ev=0.882 total_charge=0 energy_ev=-8809.365
C 1.44695 -0.64972 0.43613
C 0.07951 -0.00067 0.69457
O 0.15978 1.29408 1.26953
C -0.67250 -0.07005 -0.73889
N -1.94562 0.34537 -1.00434
O -0.07666 -0.56424 -1.68826
H 1.64645 -1.53751 1.03985
H 2.28081 0.05257 0.55549
H 1.41490 -0.94678 -0.60966
H -0.48756 -0.57653 1.44047
H 0.98423 1.70984 0.97910
H -2.63255 0.75601 -0.39886
H -2.19774 0.18764 -1.97512

=====

No. 4
13
Properties=species:S:1:pos:R:3 method="wB97M-V/def2-TZVPD" e_homo_ev=-8.869 orbital_gap_ev=8.50 lumo_energy_ev=-0.370 total_charge=0 energy_ev=-8807.256
C 1.08651 1.19756 -0.28229
C 1.31674 1.76912 0.97209
N -0.03319 0.21564 -0.33147
H 1.22903 1.74253 -1.18454
H 1.71382 2.75936 1.13604
H 1.17188 1.42024 1.95598
H 0.15601 -0.63106 0.20954
H -0.84555 0.67600 0.06812
H -0.17025 -0.19539 -1.23427
O -0.84417 -1.96640 -1.42581
C -1.44069 -2.25264 -0.36258
O -1.34675 -1.57566 0.69188
H -1.99339 -3.15931 -0.21269

=====

No. 5
13
Properties=species:S:1:pos:R:3 method="wB97M-V/def2-TZVPD" smiles="C=CC(N)=O.O" e_homo_ev=-9.854 orbital_gap_ev=10.28 lumo_energy_ev=0.429 total_charge=0 energy_ev=-8808.864
C -0.55998 -0.50375 -1.84902
C -0.19414 0.31583 -0.82273
C 1.23059 0.41285 -0.33168
N 1.57142 1.43931 0.48850
O 2.01979 -0.50709 -0.60745
H -1.65029 -0.68849 -1.95982
H 0.16660 -0.78506 -2.57777
H -0.85392 0.93007 -0.22702
H 0.81363 1.92788 0.94911
H 2.37449 1.32779 1.10036
O -1.83741 -0.98368 2.00333
H -2.12700 -1.81696 2.33787
H -0.95378 -1.06870 1.49632

=====

No. 6
13
Properties=species:S:1:pos:R:3 method="wB97M-V/def2-TZVPD" e_homo_ev="-7.779 / -7.779" orbital_gap_ev="7.99 / 7.99" lumo_energy_ev="0.209 / 0.209" total_charge=0 energy_ev=-8804.308
C 1.59472 -0.42205 0.51127
O 0.79936 -0.56578 -0.66852
H 0.17514 0.36844 -0.86737
H 2.64545 -0.50150 0.23046
H 1.35753 -1.22334 1.21505
H 1.42002 0.54518 0.99114
C -0.90880 1.42856 -0.76042
C -0.98406 -0.86510 -0.33830
N -1.42615 -0.97412 0.79215
O -1.12509 1.94175 0.31231
H -1.08906 -0.37665 1.54348
H -1.21636 1.98187 -1.68870
H -1.24270 -1.33726 -1.27256

=====

No. 7
13
Properties=species:S:1:pos:R:3 method="wB97M-V/def2-TZVPD" smiles="CNCC(=O)O" e_homo_ev=-8.745 orbital_gap_ev=9.48 lumo_energy_ev=0.735 total_charge=0 energy_ev=-8808.599
C -0.94785 -1.59724 -0.93336
N 0.18823 -0.66851 -0.73842
C -0.13664 0.43948 0.08644
C 1.06536 1.24181 0.65643
O 2.21592 0.85790 0.58467
O 0.56179 2.26348 1.50823
H -1.64716 -1.32481 -0.04469
H -1.31145 -1.55343 -1.98131
H -0.66881 -2.68015 -0.69245
H 1.10383 -0.99259 -0.42484
H -0.77928 1.05272 -0.51358
H -0.82791 0.00704 0.78878
H 1.18397 2.95431 1.70408

=====

No. 8
13
Properties=species:S:1:pos:R:3 method="wB97M-V/def2-TZVPD" smiles="CNC(=O)OC" e_homo_ev=-9.665 orbital_gap_ev=10.58 lumo_energy_ev=0.911 total_charge=0 energy_ev=-8809.912
C 1.20777 1.50734 -0.89257
N 1.27544 0.15402 -0.38658
C 0.31319 -0.63160 0.16079
O 0.54573 -1.76897 0.52539
O -0.90075 -0.05353 0.26629
C -1.85580 -0.94662 0.84973
H 1.47452 1.54616 -1.95546
H 1.89101 2.16775 -0.34599
H 0.19395 1.88906 -0.77590
H 2.13823 -0.36325 -0.42812
H -1.93984 -1.85212 0.24440
H -2.80411 -0.41323 0.88295
H -1.53934 -1.23497 1.85508